No. 1
Molecular formula: C13H33NO16PS4
Method: DFT, ωB97M-V/def2-TZVPD

Geometry as XYZ:
```
68
Properties=species:S:1:pos:R:3:mulliken_charge:R:1
C -5.29026 2.87089 1.22311 -0.9172
C -4.88694 1.83020 -0.00082 -0.3045
C -3.62494 2.40461 -0.93546 0.0981
C -3.87449 1.71149 -2.43690 -1.1193
P -2.02147 1.79687 -0.09478 0.7667
C -0.95342 2.00331 -1.66444 -0.6616
N -1.07907 3.36465 -2.31512 -0.5101
H -4.43705 3.69313 1.35096 0.3209
H -5.45007 2.25865 2.23464 0.1604
H -6.32850 3.38926 1.00892 0.2482
H -4.50755 0.77779 0.41301 0.1080
H -5.82914 1.60011 -0.65643 0.2059
H -3.70185 3.58747 -1.04388 0.3886
H -5.03433 1.67132 -2.68855 0.3597
H -3.40435 2.41840 -3.27451 0.2563
H -3.34299 0.67022 -2.49029 0.1792
H -2.42145 0.43289 -0.46085 -0.1575
H -0.83870 1.24742 0.57507 -0.8547
H -1.62925 3.14068 0.29204 -0.1114
H -2.69461 1.69782 1.20229 -0.0511
H -1.14665 1.09348 -2.37943 0.2667
H 0.18660 1.90719 -1.32349 0.0851
H -0.69361 3.38490 -3.28731 0.1723
H -0.69814 4.13642 -1.71781 0.2531
C 3.01864 -1.24281 1.06208 0.1918
C 2.76985 0.25155 0.87579 -0.2856
O 1.38191 0.43525 1.14531 -0.3192
S 0.91202 -0.65034 2.26831 1.0948
O 0.92779 0.00059 3.55950 -0.5889
O -0.23629 -1.36471 1.76091 -0.5253
O 2.21386 -1.62733 2.17549 -0.3685
H 2.68376 -1.81013 0.18770 0.0569
H 4.07113 -1.46487 1.25760 0.0987
H 3.01515 0.59206 -0.13299 0.2960
H 3.33628 0.83937 1.60583 0.2118
C 4.47169 -1.97871 -4.27629 -0.3540
C 3.10535 -1.76075 -3.63182 -0.3858
O 3.23622 -2.25848 -2.30219 -0.3388
S 4.76814 -2.01988 -1.79551 1.3158
O 4.79954 -0.80665 -1.00924 -0.4492
O 5.29394 -3.27893 -1.32144 -0.6409
O 5.42502 -1.69861 -3.25263 -0.3265
H 4.59998 -3.02115 -4.58519 0.2996
H 4.63183 -1.32291 -5.13626 0.3117
H 2.30629 -2.28387 -4.16249 0.3028
H 2.86399 -0.69428 -3.57092 0.3025
C 8.46461 -1.97127 2.57617 -0.3124
C 9.50086 -1.74650 1.47827 -0.3984
O 8.75015 -1.35545 0.33096 -0.3328
S 7.43147 -0.52789 0.81744 1.0389
O 7.72378 0.88492 0.71925 -0.6280
O 6.26507 -1.13385 0.21852 -0.3096
O 7.48567 -0.95016 2.39118 -0.3403
H 7.97100 -2.94147 2.45959 0.2752
H 8.90144 -1.90403 3.57614 0.3121
H 10.08655 -2.64459 1.26814 0.3229
H 10.17628 -0.92396 1.73630 0.3033
C -8.02699 -1.56172 2.81295 -0.3166
C -6.99075 -1.33695 1.71504 -0.1734
O -7.74146 -0.94591 0.56774 -0.2852
S -9.06013 -0.11835 1.05422 1.0885
O -8.76783 1.29447 0.95603 -0.4944
O -10.22654 -0.72431 0.45529 -0.5711
O -9.00593 -0.54062 2.62796 -0.3241
H -8.52060 -2.53193 2.69636 0.2754
H -7.59016 -1.49449 3.81291 0.3090
H -6.40506 -2.23505 1.50491 0.3518
H -6.31533 -0.51442 1.97307 0.1277
```

Summary:
- Lowest unoccupied orbital energy: 1.61 eV
- Kohn-Sham gap: 4.69 eV
- Highest occupied orbital energy: -3.1 eV
- Charge: -1


No. 2
Molecular formula: C13H34BO7Si
Method: DFT, ωB97M-V/def2-TZVPD

Geometry as XYZ:
```
56
Properties=species:S:1:pos:R:3:mulliken_charge:R:1
C 6.10555 0.49745 -0.81827 -1.1275
Si 4.33669 0.60955 -0.10740 0.7123
C 3.30754 1.37520 -1.51192 -0.9663
C 4.45425 1.72933 1.41411 -1.1203
O 3.74277 -0.93604 0.18744 -0.3578
C 2.76721 -1.03086 1.22006 0.1340
C 1.56434 -1.92425 0.81373 -1.4204
C 0.85263 -1.27474 -0.41960 2.1389
O 0.97654 -2.18533 -1.46988 -0.9819
B -0.04653 -1.65059 -2.43313 1.3339
O -1.18061 -1.36223 -1.51422 -0.8268
C -0.68293 -0.82989 -0.28335 -0.3381
C -0.78576 0.68153 -0.54955 -0.6795
C -0.42672 1.46236 0.78020 0.4642
C -0.80289 2.99458 0.76140 -0.9385
O -1.52355 1.95168 1.52518 -0.4146
H 6.68294 -0.30087 -0.33850 0.2862
H 5.96727 0.32969 -1.89951 0.2936
H 6.56700 1.49310 -0.73046 0.2917
H 3.03596 0.51818 -2.15733 0.2717
H 3.88807 2.07543 -2.12882 0.4479
H 2.35019 1.78696 -1.15967 0.1834
H 5.43067 1.58670 1.90617 0.3137
H 3.68249 1.56466 2.18053 0.3474
H 4.39264 2.79894 1.14843 0.3602
H 2.32909 -0.06501 1.52921 -0.1917
H 3.23864 -1.47497 2.11976 0.3034
H 0.87287 -1.93484 1.67988 0.2527
H 1.88551 -2.95442 0.61673 0.3851
H 1.38602 -0.30941 -0.54761 -1.3005
H -0.25852 -2.42073 -3.33790 -0.3489
H 0.49044 -0.59859 -2.80181 -0.4055
H -1.18170 -1.19534 0.62916 0.4924
H -1.81366 1.03282 -0.69878 0.3394
H -0.07760 1.05303 -1.29577 0.2354
H 0.49714 1.17460 1.30701 0.1837
H -1.01539 3.02816 -0.30551 0.3555
H 0.02525 3.45754 1.29054 0.3417
C -4.83558 1.46355 -2.17820 -0.6094
O -3.46205 1.31670 -2.49988 -0.4519
H -5.11807 2.50219 -2.34253 0.2383
H -5.44673 0.82020 -2.81866 0.2783
H -5.00894 1.20657 -1.12870 0.2350
H -3.22475 0.39118 -2.34726 0.2789
C -3.71099 -3.57045 -0.74665 -0.2893
O -2.72138 -4.43584 -1.27674 -0.5568
H -4.39383 -4.15330 -0.12849 0.2854
H -3.23716 -2.80011 -0.13344 0.0355
H -4.27398 -3.10185 -1.55997 0.1864
H -2.13032 -3.89103 -1.81569 0.3166
C -4.20940 0.67125 4.26078 -0.5237
O -3.21409 -0.18807 3.72852 -0.4895
H -4.87544 0.07904 4.88602 0.2334
H -3.74855 1.45504 4.86922 0.2399
H -4.78741 1.12778 3.45237 0.2280
H -2.63517 0.35380 3.17874 0.3145
```

Summary:
- Lowest unoccupied orbital energy: 2.76 eV
- Kohn-Sham gap: 7.25 eV
- Highest occupied orbital energy: -4.5 eV
- Charge: -1


No. 3
Molecular formula: C13H34CdClN2O5
Method: DFT, ωB97M-V/def2-TZVPD

Geometry as XYZ:
```
56
Properties=species:S:1:pos:R:3:mulliken_charge:R:1
Cd -15.21149 27.90707 -20.10396 0.8693
Cl -16.59737 25.43054 -18.34498 -0.3321
C -20.07100 18.31703 -19.79103 -0.8013
O -19.39776 18.93538 -20.79935 -0.3018
C -18.43356 19.87973 -20.35976 -0.3110
C -17.80567 20.48682 -21.68313 -0.7711
N -18.86299 20.96561 -22.58257 -0.2567
C -19.59906 22.05655 -22.00717 -0.4151
C -20.64757 22.58116 -23.10092 -0.6544
O -21.57608 21.56468 -23.48457 -0.3724
C -22.66184 21.30100 -22.65264 -0.5772
H -19.53998 18.08641 -18.86748 0.3395
H -20.37677 17.33271 -20.14561 0.2746
H -20.95631 18.91404 -19.57218 0.2591
H -17.61335 19.54256 -19.72599 0.4489
H -19.00700 20.68480 -19.90028 0.2377
H -17.17715 19.76402 -22.20336 0.3372
H -17.17428 21.35806 -21.50885 0.3977
H -19.55786 20.23379 -22.62380 0.3745
H -19.02321 22.88437 -21.59341 0.4535
H -20.27690 21.71975 -21.22282 0.1311
H -20.12423 22.93097 -23.99077 0.3281
H -21.24063 23.37679 -22.64998 0.3821
H -22.33449 20.92244 -21.68433 0.1820
H -23.39470 20.57613 -23.00701 0.2850
H -23.26486 22.20115 -22.53346 0.3011
C -24.34393 25.09345 -18.82779 -0.7023
O -22.96607 25.12621 -18.76373 -0.3287
C -22.35750 25.07881 -17.49061 -0.3802
C -22.25249 23.60913 -16.90526 -0.5627
N -21.88856 23.58911 -15.46450 -0.3155
C -20.53705 24.14800 -15.19546 -0.4932
C -20.22157 24.01391 -13.69647 -0.6542
O -20.80269 25.06603 -12.94872 -0.2829
C -20.46308 25.08880 -11.60428 -0.7176
H -24.64554 25.23391 -19.86577 0.2393
H -24.75242 25.94740 -18.28741 0.3217
H -24.72512 24.14575 -18.44745 0.2902
H -22.81559 25.76402 -16.77734 0.3713
H -21.33144 25.42022 -17.62756 0.2313
H -21.51887 23.00364 -17.43750 0.2447
H -23.21446 23.13847 -17.10821 0.3491
H -22.54636 24.21336 -15.01985 0.2683
H -20.38625 25.16049 -15.56991 0.3338
H -19.84098 23.56132 -15.79496 0.4241
H -19.13421 24.00614 -13.62109 0.3911
H -20.49814 23.00202 -13.40038 0.3340
H -21.10583 25.85657 -11.17359 0.2494
H -19.39098 25.22939 -11.46669 0.2623
H -20.67603 24.20093 -11.00893 0.3188
C -14.76098 26.35045 -12.90400 -0.4923
O -14.84453 25.22284 -13.76401 -0.4885
H -14.29499 26.08022 -11.95640 0.2328
H -14.17551 27.15711 -13.34515 0.2434
H -15.75311 26.72078 -12.64587 0.2235
H -15.12755 25.49271 -14.64075 0.2806
```

Summary:
- Lowest unoccupied orbital energy: -8.97 eV
- Kohn-Sham gap: 1.86 eV
- Highest occupied orbital energy: -10.8 eV
- Charge: +1


No. 4
Molecular formula: C13H34N3O6Ti
Method: DFT, ωB97M-V/def2-TZVPD

Geometry as XYZ:
```
57
Properties=species:S:1:pos:R:3:mulliken_charge:R:1
Ti -4.32174 -6.55894 -25.15137 0.8932
O -4.25936 -11.10714 -28.11591 -0.4650
C -4.92881 -9.95501 -28.27069 0.6636
O -6.06884 -10.03697 -28.74797 -0.7097
O -4.42429 -8.84507 -28.01759 -0.7793
H -5.07234 -11.50682 -28.43358 0.3308
C -4.45168 -10.57413 -22.86613 -1.4309
C -4.48104 -9.40923 -21.88936 0.4588
C -4.43590 -9.91499 -20.46476 -0.8220
O -4.37243 -8.87419 -19.47431 -0.3596
C -3.07403 -8.44079 -19.21448 -0.8501
N -3.45789 -8.51401 -22.28315 -0.4869
H -4.27983 -10.22631 -23.88475 0.3932
H -5.36857 -11.16339 -22.85180 0.3771
H -3.52137 -11.06883 -22.58706 0.3892
H -5.41406 -8.86978 -22.05235 0.2311
H -3.63201 -10.61881 -20.24911 0.3575
H -5.30650 -10.55114 -20.30517 0.3913
H -2.33264 -8.39781 -20.01235 0.3346
H -2.72072 -9.11621 -18.43532 0.3181
H -3.04659 -7.55650 -18.57777 0.2682
H -2.62921 -9.08898 -22.23022 0.3390
H -3.30368 -7.95732 -21.45464 0.1333
C -1.03187 -3.29125 -20.98177 -1.5613
C -2.44056 -3.47324 -21.56104 0.3905
C -3.10557 -2.05979 -21.90818 -0.9636
O -3.30809 -1.34015 -20.68421 -0.3996
C -4.24992 -1.95303 -19.74624 -0.6372
N -2.35350 -4.04780 -22.85451 -0.5097
H -1.09181 -2.75610 -20.03408 0.3759
H -0.41244 -2.65031 -21.60915 0.4057
H -0.64078 -4.29643 -20.82441 0.4312
H -3.15190 -3.96366 -20.89653 0.3210
H -4.14050 -2.14726 -22.23891 0.4391
H -2.59676 -1.60281 -22.75693 0.4596
H -4.57150 -1.32720 -18.91376 0.2452
H -3.67093 -2.76598 -19.30808 0.2301
H -5.13761 -2.30692 -20.27052 0.3008
H -2.75144 -3.42342 -23.54146 0.2518
H -1.35561 -4.10596 -22.99920 0.2367
C 1.21630 -7.43260 -26.07347 -1.5580
C 2.16938 -6.72817 -25.19374 0.5781
C 3.65777 -6.92751 -25.69621 -0.7599
O 4.60973 -6.45479 -24.73917 -0.3087
C 5.97757 -6.31704 -25.22504 -0.7668
N 1.81843 -5.31883 -25.14202 -0.6599
H 1.39877 -8.50290 -25.97721 0.3919
H 1.44933 -7.18722 -27.10961 0.3399
H 0.14767 -7.30448 -25.90107 0.3751
H 2.10090 -7.21815 -24.22250 0.2448
H 3.70646 -6.38335 -26.63941 0.3337
H 3.77943 -7.99988 -25.84887 0.3796
H 6.69998 -6.08271 -24.44317 0.2738
H 6.17220 -5.55032 -25.97495 0.3129
H 6.31682 -7.24569 -25.68398 0.3110
H 1.72149 -4.88907 -26.05087 0.2500
H 2.63673 -4.90437 -24.71928 0.2706
```

Summary:
- Lowest unoccupied orbital energy (alpha / beta): -1.51 / -1.54 eV
- 2S+1: 4
- Kohn-Sham gap (alpha / beta): 5.34 / 5.31 eV
- Highest occupied orbital energy (alpha / beta): -6.9 / -6.9 eV
- ΔE to the lowest compared entry with this formula, charge and spin: 97.7 kcal per mole